Below is C4H7N3S as an isolated structure at a distorted geometry, with properties calculated with wB97M-V/def2-TZVPD.

## Properties
Energy (eV): -19563.0909
Energy relative to the best compared isomer or geometry (same formula, charge and spin) (kcal per mole): 108.1

Atoms and positions in Å:
C -2.3450 -0.1911 -0.2323
C 0.7810 1.8594 -0.2781
C 1.9129 1.1292 0.2093
C 1.0225 -0.0348 0.2466
H -1.6025 0.2774 1.4728
H -3.1093 -0.6039 -0.8393
H -0.7235 -0.9825 -1.2101
H 0.3757 2.7870 0.2631
H 0.8547 2.2496 -1.3453
H 1.9906 1.2701 1.2406
H 2.9304 1.0027 -0.0903
N -2.5764 0.2133 0.8809
N -1.1180 -0.1171 -0.8441
N -0.1680 0.6060 -0.0517
S 1.1307 -1.7182 0.0587

Atom charges from the Mulliken analysis, given in e for atoms 1 to 4: atom 1 (C): -0.016, atom 2 (C): -0.523, atom 3 (C): -0.273, atom 4 (C): -0.033